314
Properties=species:S:1:pos:R:3:forces:R:3 method="wB97M-V/def2-TZVPD" homo_energy_ev=-8.5 homo_lumo_gap_ha=0.24656 total_energy_ha=-7708.9958
C -5.8941 3.4703 -4.0530 -0.9 -0.5 -0.7
O -6.6526 2.7922 -3.0478 0.3 0.8 0.2
C -7.8187 3.4818 -2.5694 -0.3 0.4 -0.7
C -8.8718 2.4366 -2.3853 0.3 -1.3 2.2
N -8.2300 1.4689 -1.4173 0.2 1.7 0.3
C -8.9028 0.2467 -1.2430 -2.8 -0.4 0.0
C -8.8128 -0.4904 0.0972 1.4 -0.6 -0.6
O -9.8030 -1.5173 0.0948 0.5 -0.4 0.6
C -9.7395 -2.3275 1.2973 -1.0 2.2 0.4
H -6.5655 3.5563 -4.9550 0.8 0.4 0.7
H -5.0558 2.8225 -4.3468 -0.3 0.1 0.3
H -5.4794 4.4312 -3.7260 -0.3 -0.1 0.0
H -8.1432 4.2752 -3.2574 0.2 -0.2 -0.2
H -7.7222 3.9709 -1.5951 0.8 -0.1 0.0
H -9.1242 1.9226 -3.2933 -0.2 -0.1 -0.8
H -9.8009 2.8198 -1.8901 0.8 -0.1 -0.5
H -7.2719 1.3072 -1.6645 0.3 0.2 -0.3
H -8.7394 -0.4250 -2.0654 0.1 -0.8 -0.5
H -9.9801 0.5549 -1.3148 0.5 -0.7 0.1
H -8.9149 0.2838 0.8484 -0.5 0.0 0.7
H -7.8001 -0.9702 0.2705 -0.8 0.5 -0.3
H -10.4613 -3.1487 1.2639 0.4 0.1 -0.4
H -10.0862 -1.6398 2.1155 0.3 -0.7 -0.3
H -8.7283 -2.6293 1.5545 0.2 -0.3 -0.3
C 1.3420 0.9081 9.2187 -0.2 0.5 -1.2
O 0.9964 0.0664 8.1001 -0.2 0.1 0.8
C 1.0179 -1.3257 8.4112 0.1 0.7 0.9
C 1.4564 -2.1132 7.2459 1.8 0.0 0.9
N 0.4812 -2.2055 6.2245 0.5 -1.4 -0.7
C 0.8844 -3.2785 5.3116 -1.1 -1.9 0.5
C -0.1598 -3.4749 4.2346 0.6 -0.7 -1.2
O -0.2812 -2.2565 3.5679 -0.5 1.3 -1.8
C 0.6131 -2.0846 2.4168 -0.4 -0.6 2.4
H 0.5883 0.9739 10.0127 0.0 -0.5 -0.1
H 1.3891 1.9093 8.7732 0.2 -0.1 0.3
H 2.3272 0.6376 9.5933 0.0 0.0 0.2
H 0.0607 -1.7219 8.7101 -0.8 0.3 0.2
H 1.6945 -1.4861 9.2577 0.2 0.0 -0.1
H 1.6394 -3.1184 7.6762 0.1 0.3 -0.5
H 2.4651 -1.6670 6.9573 -0.8 -0.7 -0.1
H 0.3567 -1.3303 5.7476 -0.1 0.3 -0.4
H 0.9747 -4.2606 5.8551 -0.3 0.9 0.1
H 1.8717 -3.2334 4.8606 0.4 0.8 -0.3
H -1.1567 -3.7283 4.5501 -0.3 -0.1 0.9
H 0.0638 -4.2984 3.4912 0.3 0.7 0.7
H 0.4036 -1.1428 1.9685 -0.2 0.7 -0.3
H 0.4912 -2.9117 1.7468 -0.2 -0.4 -0.6
H 1.5986 -2.0876 2.8625 0.6 0.1 -0.4
C -2.7792 2.2763 -1.2477 -0.4 0.8 -1.1
O -1.4435 2.6570 -1.2135 1.1 -0.3 0.8
C -0.6595 1.7097 -0.4970 1.3 1.0 0.1
C 0.7088 2.3756 -0.1585 -1.0 0.3 -1.6
N 1.6914 1.4048 0.2975 0.5 1.5 1.5
C 2.3584 0.6180 -0.7042 -0.5 -1.9 0.6
C 3.7367 0.1999 -0.2375 0.0 1.2 -0.1
O 3.5536 -0.4565 1.0131 0.5 0.6 -1.0
C 4.7318 -1.1257 1.4435 -1.4 -1.5 -2.2
H -3.3115 2.4210 -0.3287 -0.2 0.1 0.7
H -2.9293 1.3018 -1.6412 0.1 -1.3 0.1
H -3.1740 2.9001 -2.0264 -0.8 0.7 -0.3
H -0.5054 0.8375 -1.1222 0.1 -0.3 -0.2
H -1.1438 1.4101 0.4083 -0.6 -0.2 0.7
H 0.5554 3.2533 0.5047 0.2 -0.9 0.1
H 0.9733 2.8585 -1.1291 0.3 -0.2 0.3
H 2.4151 1.9051 0.8520 -0.7 -0.4 -0.5
H 2.4022 1.0880 -1.6655 0.1 0.5 -0.7
H 1.8145 -0.3650 -0.8170 0.3 0.9 -0.2
H 4.4168 1.0827 -0.1346 -0.4 -0.4 0.3
H 4.2004 -0.3845 -1.0400 0.0 -0.7 0.4
H 4.3992 -1.6128 2.3078 0.2 -0.4 1.6
H 5.5985 -0.5102 1.5144 0.6 0.6 0.2
H 4.8530 -1.9685 0.7181 0.6 0.6 0.4
C 5.5552 5.2322 -5.8699 0.8 0.0 0.2
O 4.4778 4.4513 -5.4610 -1.5 -0.6 -0.5
C 4.6015 3.7487 -4.2480 1.6 1.1 0.9
C 3.5962 2.6859 -3.9875 -1.8 -0.2 -1.5
N 3.9025 1.4055 -4.6664 -1.3 -1.0 0.5
C 2.8484 0.3940 -4.2928 1.3 1.9 1.8
C 2.7298 -0.6582 -5.2930 -1.8 0.1 -2.0
O 3.6490 -1.6803 -5.2120 0.4 -0.3 0.6
C 3.2710 -2.7092 -6.0556 0.9 -2.4 -0.8
H 6.4466 4.6206 -6.0556 0.0 -0.1 0.1
H 5.8363 5.9978 -5.1372 -0.1 0.0 0.1
H 5.3006 5.7133 -6.8101 -0.2 0.0 0.0
H 4.5395 4.4430 -3.3943 0.0 0.2 -0.3
H 5.6269 3.3424 -4.1803 -0.3 -0.2 -0.1
H 2.5683 3.0285 -4.3254 0.8 0.1 0.1
H 3.4349 2.6178 -2.8981 0.6 -0.6 -0.4
H 3.7974 1.4197 -5.6923 0.4 1.0 0.7
H 1.8619 0.8984 -4.1257 0.5 -0.3 -0.3
H 3.1564 -0.0104 -3.3110 -0.3 0.0 -0.4
H 2.7525 -0.1748 -6.3166 0.2 -0.4 0.5
H 1.6985 -1.0608 -5.2569 0.3 -0.2 0.2
H 2.4072 -3.3487 -5.7728 -0.3 1.1 0.2
H 4.0371 -3.5178 -6.0532 0.1 0.9 0.0
H 3.1774 -2.3571 -7.0882 -0.2 0.0 0.0
C 7.7983 -3.4753 1.9444 -1.0 0.2 -0.2
O 7.3829 -3.4328 0.6004 -0.1 -0.3 -1.0
C 6.3645 -4.3838 0.2912 0.3 -1.0 0.2
C 6.1927 -4.5334 -1.2553 0.2 0.7 2.1
N 5.8369 -3.2460 -1.7372 -0.4 3.1 -1.5
C 5.9755 -2.9590 -3.2208 -0.5 -2.4 1.7
C 6.3113 -1.5294 -3.4553 0.6 0.1 -1.2
O 7.6230 -1.2467 -2.9906 -0.5 -1.7 0.7
C 8.1713 -0.0205 -3.2738 0.4 1.2 0.3
H 8.3477 -4.3875 2.1802 -0.1 -0.2 0.1
H 6.8804 -3.3678 2.5388 0.3 -0.2 0.5
H 8.4315 -2.6183 2.1316 0.2 0.2 -0.1
H 5.4676 -4.1826 0.8943 -0.2 0.5 -0.6
H 6.6418 -5.3730 0.6714 0.4 -0.2 0.0
H 5.3913 -5.2704 -1.4531 0.4 0.2 0.0
H 7.1602 -4.8985 -1.6125 0.1 -0.2 -0.3
H 6.3127 -2.4233 -1.3138 -0.1 -1.6 0.3
H 5.0107 -3.3032 -3.6530 0.7 0.6 -0.3
H 6.7662 -3.6372 -3.5215 0.3 0.0 -0.8
H 5.5128 -0.9913 -3.0176 -0.6 1.3 1.3
H 6.2190 -1.2192 -4.4916 0.1 -0.4 -0.5
H 8.3286 0.1593 -4.3481 -0.1 0.0 0.1
H 9.1213 0.1034 -2.7295 -0.1 -0.5 -0.4
H 7.5775 0.7604 -2.8124 -0.5 0.6 -0.3
C 0.0504 -7.4040 -2.5935 0.4 -0.1 -1.0
O -0.0427 -6.5054 -3.7240 -1.3 0.5 1.8
C -1.3576 -5.8915 -3.7791 -0.5 -0.5 -1.4
C -1.5296 -4.4577 -3.3466 0.2 -0.7 -0.3
N -1.2186 -4.4132 -1.9491 0.7 -0.2 0.0
C -1.2290 -3.0645 -1.4718 0.7 1.0 -0.2
C -0.0292 -2.2162 -2.0072 0.0 -0.6 0.7
O 1.2007 -2.8732 -1.6583 -0.4 -0.3 0.2
C 2.1810 -2.8548 -2.6643 -0.1 -0.3 -0.5
H -0.5293 -8.3219 -2.8457 0.4 0.5 0.5
H -0.2397 -6.9653 -1.6329 -0.4 0.0 -0.3
H 1.1139 -7.6225 -2.5202 0.0 -0.4 0.0
H -2.1823 -6.3954 -3.2021 1.2 -0.4 -0.5
H -1.5775 -5.9365 -4.8509 -0.4 -0.1 0.1
H -2.5852 -4.2809 -3.4703 -0.6 0.3 -0.1
H -1.0101 -3.7314 -3.9868 0.3 -0.1 0.1
H -0.2589 -4.7422 -1.9316 0.2 -0.1 0.6
H -1.2400 -3.0303 -0.3763 0.1 0.0 -0.2
H -2.1599 -2.6232 -1.8308 0.0 0.3 0.3
H -0.0356 -1.2965 -1.4305 -0.2 0.5 -0.4
H -0.0382 -2.0423 -3.0987 -0.3 0.1 0.5
H 1.8501 -3.4172 -3.5558 -0.2 0.2 0.1
H 3.0700 -3.3932 -2.3149 0.0 0.5 0.2
H 2.4100 -1.8277 -2.9744 0.2 -0.3 0.2
C -3.3554 -4.4551 1.8755 1.4 -1.0 0.2
O -2.4751 -5.4604 2.4902 -1.1 0.2 -1.0
C -2.2430 -6.5865 1.6525 0.1 0.1 0.5
C -1.2717 -7.5506 2.3353 -0.4 -0.4 -0.1
N 0.0999 -7.0805 2.5764 -1.2 0.1 -0.2
C 0.8667 -7.0027 1.3237 0.0 -1.0 0.3
C 2.3031 -6.7735 1.5619 1.3 0.5 0.4
O 2.5583 -5.3932 1.7171 0.4 0.9 1.1
C 2.5923 -4.6463 0.5413 0.4 0.0 -0.9
H -3.2674 -3.6700 2.5904 -0.3 0.8 0.2
H -4.3833 -4.7857 1.7805 -0.3 -0.4 0.1
H -3.0110 -4.1045 0.8780 0.1 -0.4 0.6
H -1.8574 -6.2176 0.7226 0.6 0.2 -0.9
H -3.1452 -7.1535 1.3704 -0.2 0.2 0.4
H -1.2873 -8.4551 1.6575 0.4 0.6 0.9
H -1.7016 -7.8146 3.3246 0.1 -0.1 -0.6
H 0.0051 -6.2749 3.2359 0.8 -0.6 -1.4
H 0.6473 -6.2326 0.5706 -1.0 -0.3 0.0
H 0.8442 -8.0362 0.8855 -0.6 0.9 0.1
H 2.9366 -7.1885 0.7286 -0.4 0.3 0.7
H 2.5865 -7.1069 2.5502 0.3 -1.0 0.0
H 3.1565 -5.2960 -0.1739 -0.2 1.0 -0.1
H 3.0626 -3.6490 0.7140 -0.1 -0.9 -0.1
H 1.5962 -4.4495 0.1502 -0.1 0.0 -0.2
C -4.8500 -5.8399 -1.7469 2.3 0.8 0.4
O -4.9711 -4.5495 -2.3567 -0.4 -0.5 0.5
C -5.7848 -3.7250 -1.5464 -0.5 0.7 0.9
C -5.9277 -2.3478 -2.2019 0.5 -1.5 1.2
N -4.6053 -1.7041 -2.3762 -1.0 -2.0 -0.1
C -4.7887 -0.4900 -3.0398 0.5 3.2 -2.1
C -5.5713 -0.5428 -4.3651 0.3 0.2 -0.9
O -5.1703 -1.6435 -5.1756 -0.1 -0.5 0.0
C -3.7698 -1.6443 -5.4038 -1.3 0.0 0.0
H -5.7246 -6.0757 -1.1748 -0.7 -0.5 -0.1
H -3.9740 -5.8589 -1.0463 -0.7 0.4 -0.1
H -4.5087 -6.5661 -2.4765 -0.8 -0.2 -0.4
H -5.3982 -3.6335 -0.5116 0.3 -0.1 -0.4
H -6.8213 -4.1348 -1.4213 0.6 0.0 -0.3
H -6.4690 -1.6865 -1.5181 -0.3 -0.2 -0.1
H -6.5646 -2.6471 -3.0450 0.5 1.1 -0.7
H -4.0234 -2.2888 -2.9871 -0.4 -0.1 0.6
H -3.7952 -0.0911 -3.3540 -0.5 -0.1 0.7
H -5.2718 0.3249 -2.4644 0.3 -0.6 0.3
H -5.4318 0.3908 -4.9739 0.1 -0.4 0.7
H -6.6417 -0.6388 -4.2437 -0.3 -0.2 0.2
H -3.5384 -0.7008 -5.8503 0.6 0.8 -0.5
H -3.4937 -2.4519 -6.0731 -0.2 -0.2 0.0
H -3.2679 -1.7150 -4.4617 0.9 -0.2 0.2
C -1.6673 8.3111 2.9985 1.2 0.4 0.1
O -2.5682 7.7539 2.0777 -0.3 0.5 -0.6
C -1.9514 6.7473 1.2991 0.1 -1.7 2.7
C -2.8925 6.0510 0.3756 -0.7 0.3 0.1
N -3.9345 5.4019 1.1616 0.2 -0.4 0.1
C -5.1078 4.9669 0.4237 0.8 0.8 -1.8
C -5.9512 6.1108 -0.2247 0.6 0.3 0.3
O -6.4442 6.9323 0.8079 0.6 -1.2 1.1
C -7.2802 8.0174 0.6064 -0.3 -0.2 -1.3
H -1.2231 7.5244 3.6316 -0.2 0.1 0.0
H -2.1385 9.0634 3.6464 -0.3 -0.4 -0.4
H -0.8037 8.8362 2.4962 -0.7 -0.5 0.2
H -1.6381 5.9616 2.0886 0.1 0.9 -1.3
H -1.0852 7.0883 0.7858 0.9 0.5 -0.5
H -2.3518 5.2352 -0.0854 0.3 0.0 -0.6
H -3.2893 6.7544 -0.3664 0.1 -0.2 -0.1
H -4.2045 6.0056 1.8959 -0.4 0.8 1.1
H -5.6390 4.2178 0.9922 -0.5 0.1 0.2
H -4.6650 4.4915 -0.4532 -0.3 -0.6 -0.2
H -6.6939 5.6678 -0.8968 -0.5 0.0 0.4
H -5.3227 6.7227 -0.9119 0.0 -0.3 0.4
H -8.2041 7.6854 0.0913 0.0 0.4 0.6
H -6.8209 8.7559 -0.0344 0.3 0.4 -0.5
H -7.4215 8.5087 1.5605 -0.4 -0.2 0.2
C -0.6735 2.2564 -4.3039 1.1 0.9 -0.8
C -0.1571 2.8237 -5.4321 -1.9 -3.1 0.9
C 0.1151 2.0035 -6.6714 1.2 0.2 -0.3
O 0.7343 2.6115 -7.5343 -0.6 -0.5 -0.2
C -0.1593 0.5639 -6.6519 -1.1 1.2 0.6
C -0.7420 0.0413 -5.5593 1.1 2.1 0.8
C -1.0168 0.8705 -4.2989 -0.1 -0.3 -0.7
O -1.5360 0.3384 -3.3524 -0.3 -0.8 0.5
O -0.8888 -1.2408 -5.4040 -0.3 -1.4 -0.3
O 0.0578 4.0768 -5.5041 0.8 3.3 -0.8
H -0.7502 2.7876 -3.3625 -0.3 0.1 -0.1
H -0.0667 -0.0902 -7.4872 0.6 0.0 -0.9
H -0.5515 -1.5859 -6.2437 -0.2 -0.9 0.2
H 0.2788 4.4226 -6.4107 0.1 -1.0 0.8
C 4.4165 -4.3955 6.7694 -0.3 -0.3 2.7
C 4.8469 -3.1862 7.1619 -0.4 0.8 1.6
C 5.2717 -2.1250 6.1949 1.3 0.2 1.9
O 5.8245 -1.1307 6.6898 -0.8 -0.9 -0.8
C 5.1054 -2.4283 4.8314 0.6 2.6 -1.2
C 4.4916 -3.5200 4.4148 -1.2 -2.4 -0.7
C 4.1407 -4.7131 5.4308 0.5 0.8 -2.8
O 3.7429 -5.7611 4.9555 0.0 0.7 0.4
O 4.1965 -3.7485 3.1180 -0.6 -0.5 1.6
O 4.8760 -2.7935 8.4761 0.4 -0.4 -1.6
H 4.1291 -5.0897 7.5608 0.1 -0.1 -0.3
H 5.3908 -1.5904 4.1751 -0.1 -0.7 0.0
H 3.4913 -4.4702 3.0732 1.0 0.3 -0.4
H 5.2999 -1.9002 8.4934 -0.3 -0.5 -0.3
C -2.0082 3.5985 5.6169 0.2 1.3 0.3
C -1.0972 2.6420 5.8498 -0.3 -1.1 -0.1
C -0.6621 1.6904 4.7461 -0.3 0.5 -1.1
O -0.0091 0.7052 5.0350 0.2 0.0 0.7
C -1.0669 1.9996 3.4052 -0.8 1.5 -2.3
C -1.8992 3.1023 3.1076 1.7 -1.8 2.9
C -2.3643 4.0093 4.2792 -2.0 1.6 -1.5
O -3.0815 5.0215 3.9949 2.3 -3.0 1.0
O -2.3279 3.3623 1.9374 -0.7 1.1 -1.4
O -0.6374 2.2833 7.0358 0.4 -0.1 -0.4
H -2.3457 4.2630 6.4035 0.0 -0.2 0.1
H -0.6494 1.4245 2.5212 -0.6 0.5 1.4
H -2.9187 4.2331 1.8646 -0.2 -0.7 0.0
H -0.0587 1.4919 6.8531 -0.3 0.1 0.4
C 7.4228 3.2383 1.5703 0.4 -0.6 0.1
C 6.5604 3.9712 2.2538 -0.6 1.0 0.8
C 5.2878 4.5998 1.6843 0.6 -0.2 0.3
O 4.5960 5.3281 2.3780 0.6 -0.5 -0.1
C 5.0785 4.2840 0.3112 -0.6 0.0 0.4
C 5.8531 3.4604 -0.3656 0.5 0.0 -0.3
C 7.1144 2.8397 0.2491 -1.0 0.7 -1.1
O 7.7573 2.1138 -0.4707 0.5 -0.7 -0.5
O 5.5872 3.2171 -1.6652 1.2 -0.7 1.3
O 6.8003 4.2610 3.5190 0.0 0.3 0.1
H 8.2827 2.8556 2.0763 0.5 -0.2 0.0
H 4.2214 4.6215 -0.1723 -1.4 0.9 -0.6
H 6.3191 2.6095 -1.8926 -0.1 -0.2 -0.5
H 6.0585 4.8106 3.8075 -0.3 0.3 0.3
C 5.6310 1.7296 4.5836 0.7 0.0 -1.3
C 5.3910 1.6874 5.8905 -0.4 -0.5 -1.0
C 4.1216 1.0710 6.4709 0.8 0.9 0.9
O 4.1206 1.0364 7.7027 -0.3 -0.1 -0.6
C 3.1031 0.6311 5.5744 -0.2 -0.1 0.3
C 3.3317 0.7965 4.2449 -1.9 -0.8 -1.1
C 4.5863 1.4534 3.6416 -0.3 -0.2 0.7
O 4.6332 1.7245 2.4509 -0.3 -0.2 0.3
O 2.3946 0.3674 3.3606 1.8 0.7 0.0
O 6.2667 2.1127 6.7505 0.0 -0.1 0.8
H 6.6126 2.0019 4.1961 -0.4 0.2 0.2
H 2.1989 0.2126 6.0616 0.6 0.3 -0.9
H 2.7672 0.4096 2.4197 -0.4 -0.1 0.9
H 5.8142 1.8546 7.5717 0.2 0.1 1.1
C -4.1733 -0.4069 0.6571 1.0 -1.3 -0.7
C -5.1196 0.4608 0.9669 -1.3 2.4 -1.0
C -5.2533 1.1423 2.3430 1.1 -2.3 -1.4
O -6.0666 1.9995 2.4863 -1.5 1.6 0.0
C -4.3838 0.6508 3.3661 -1.0 1.3 0.6
C -3.5172 -0.3148 3.1241 2.9 -1.9 0.1
C -3.2533 -0.9079 1.6866 -1.7 1.1 1.0
O -2.4041 -1.7371 1.5060 0.5 0.1 0.0
O -2.7335 -0.7995 4.1111 0.8 -0.3 -0.8
O -5.9224 1.0220 -0.0209 0.3 -0.5 1.9
H -4.0432 -0.8386 -0.3531 -0.2 0.4 0.5
H -4.5290 1.2066 4.2904 0.4 -0.6 0.2
H -1.8795 -1.3110 3.8334 -1.5 0.7 -0.2
H -6.6164 1.5986 0.4116 0.9 -0.6 -0.4
C -0.9891 5.5342 -2.6513 -0.9 -0.6 0.5
C -1.8970 6.1434 -3.3893 -1.1 -0.1 -0.4
C -1.5309 7.0262 -4.5466 -0.2 -0.6 1.0
O -2.5032 7.4157 -5.1565 -0.2 1.1 -1.1
C -0.1532 7.2279 -4.7981 1.0 0.2 -1.2
C 0.7815 6.4237 -4.2619 -2.3 0.5 1.4
C 0.3641 5.5988 -3.0342 1.9 -0.2 -0.3
O 1.2311 4.9988 -2.4216 0.6 0.1 -0.4
O 2.0108 6.4219 -4.6697 0.3 0.3 -0.4
O -3.2215 5.9908 -3.3015 0.5 0.6 0.3
H -1.2704 4.8177 -1.9039 0.1 -0.2 0.4
H 0.1874 7.8222 -5.6199 -0.2 0.5 -0.5
H 2.4623 5.7615 -4.1572 1.0 -0.9 0.6
H -3.5197 6.6943 -3.9451 -0.3 -0.6 0.1